111
Properties=species:S:1:pos:R:3 method="wB97M-V/def2-TZVPD" total_charge=-1 lumo_ev=1.371 e_above_lowest_kcal_mol=42.82 max_force_ha_per_bohr=0.060 homo_lumo_gap_ha=0.252 total_energy_ev=-128414.95845 multiplicity=1
Ba 0.10162 0.40121 0.04185
C -2.61802 0.89986 3.92710
C -1.43646 0.66046 4.89156
S -0.06557 -0.10283 4.00284
C 1.39533 0.92633 4.41589
C 1.38938 2.46154 4.17731
S 1.10136 2.84809 2.41701
C -0.40220 3.88640 2.46741
C -1.65917 3.34579 3.18492
S -2.24198 1.79556 2.46080
H -3.43954 1.34188 4.45914
H -3.02015 -0.08427 3.58562
H -1.71350 0.00603 5.61703
H -1.13726 1.59188 5.40908
H 2.25123 0.46405 3.90202
H 1.58771 0.78088 5.47774
H 2.38771 2.81819 4.45805
H 0.64279 2.95690 4.72563
H -0.60010 4.13899 1.37736
H -0.08672 4.84745 2.89096
H -2.40789 4.12312 3.05729
H -1.43630 3.20020 4.24091
C 6.97114 -3.67581 1.43460
O 6.05467 -3.50499 0.35520
C 5.22605 -4.59744 0.06346
C 5.38029 -5.86561 0.51919
C 4.45182 -6.86395 0.23862
C 3.37345 -6.60480 -0.56747
C 3.12862 -5.28369 -0.94963
C 4.06309 -4.26537 -0.63159
N 3.88914 -2.91394 -0.86116
C 2.62711 -2.27177 -1.04102
N 2.09403 -2.53439 -2.21447
C 0.91547 -2.02266 -2.87446
C 0.06563 -1.06142 -2.30418
C -1.00755 -0.65275 -3.16972
C -1.20653 -1.16020 -4.41213
C -0.22552 -1.98095 -4.94669
C 0.80457 -2.43132 -4.21090
O 1.74176 -3.31081 -4.73078
C 1.59055 -3.74427 -6.09968
N 2.19050 -1.44993 -0.12585
C 2.98871 -1.40944 1.05044
C 3.80173 -0.30879 1.22078
C 4.65639 -0.18631 2.34635
C 4.61077 -1.10822 3.37948
C 3.75305 -2.18692 3.24183
C 2.97261 -2.37943 2.09129
O 2.24443 -3.53413 1.87388
C 0.83706 -3.39953 1.90094
H 7.18798 -2.61958 1.68627
H 7.86489 -4.24325 1.16622
H 6.47943 -4.16363 2.26200
H 6.21690 -6.07516 1.17327
H 4.63884 -7.84395 0.61523
H 2.73006 -7.47114 -0.84219
H 2.22580 -4.99091 -1.46940
H 4.49849 -2.25872 -0.39313
H 2.63710 -3.11075 -2.82074
H -1.74009 0.11911 -2.84225
H -2.07935 -0.91365 -4.99089
H -0.37876 -2.38597 -5.96488
H 2.43782 -4.35000 -6.36128
H 1.65716 -2.88556 -6.81858
H 0.64829 -4.33306 -6.20985
H 3.97259 0.33445 0.37432
H 5.37842 0.62767 2.42816
H 5.30824 -1.01236 4.20748
H 3.71341 -2.94544 4.01580
H 0.46205 -4.32132 1.44628
H 0.55397 -2.50723 1.33533
H 0.49703 -3.25650 2.93387
S -2.55625 -1.40988 1.35102
C -3.40556 -2.22329 0.11984
N -3.30256 -1.82198 -1.18899
C -4.14220 -2.22489 -2.13982
C -5.09629 -3.18070 -1.87573
C -5.12298 -3.69649 -0.58448
C -4.30262 -3.28419 0.40709
H -2.59305 -1.08609 -1.39080
H -3.92406 -1.84523 -3.13008
H -5.71135 -3.55608 -2.65486
H -5.82336 -4.49636 -0.36727
H -4.43400 -3.77241 1.36904
N 1.69683 2.07803 -1.29970
C 1.55573 2.20722 -2.43721
N 1.53268 2.38672 -3.68993
C 0.45576 2.34434 -4.46166
N -0.48714 2.34524 -5.13236
O -7.58685 5.76716 -0.88901
S -7.42761 7.13041 -0.45135
O -8.24329 8.04488 -1.17478
O -7.27440 7.28652 0.97297
C -5.64769 7.46596 -0.75880
N -5.10105 8.69362 -0.53241
C -3.78609 8.72843 -0.50918
C -2.97949 7.59984 -0.66255
C -3.65712 6.40641 -0.93835
N -4.98314 6.33465 -0.99292
C -2.98709 5.12319 -1.19928
C -1.62956 4.98132 -1.40637
C -1.10585 3.70611 -1.41674
N -1.81876 2.59646 -1.24104
C -3.14636 2.72111 -1.12073
C -3.74929 3.96921 -1.01274
H -3.33000 9.71327 -0.40318
H -1.87404 7.67982 -0.64697
H -0.95523 5.81678 -1.73458
H -0.00764 3.53977 -1.52706
H -3.73311 1.86033 -1.05078
H -4.81142 4.07890 -0.89318